[1]
The following is a quantum chemistry calculation of a structure of composition C22H35NO2P2S2W, from the Open Molecules 2025 dataset.

Positions of all 65 atoms, in Å:
P  -0.79  0.07  1.68
P  0.52  0.59  -1.72
C  -1.70  0.68  0.24
C  -1.21  0.23  -1.16
H  -1.91  1.76  0.25
H  -2.64  0.18  0.44
H  -1.62  -0.74  -1.46
H  -1.58  0.95  -1.89
C  0.76  2.35  -1.67
H  1.83  2.52  -1.83
H  0.49  2.75  -0.69
H  0.17  2.85  -2.45
C  0.86  -0.23  -3.27
H  0.22  0.14  -4.09
H  0.74  -1.32  -3.18
H  1.91  -0.04  -3.51
C  -1.23  0.74  3.27
H  -0.64  0.22  4.03
H  -2.29  0.63  3.52
H  -0.96  1.80  3.33
C  -1.16  -1.82  1.47
H  -0.40  -2.38  0.81
H  -2.14  -2.07  1.05
H  -1.02  -2.28  2.46
W  0.68  -0.81  0.16
C  -3.60  0.12  -2.84
C  -3.46  1.43  -2.54
C  -4.57  2.25  -1.95
C  -5.37  1.56  -0.81
C  -4.61  0.59  0.04
C  -4.45  -0.73  -0.21
C  -5.11  -1.37  -1.39
C  -4.90  -0.61  -2.73
C  1.63  -1.28  2.11
H  -2.80  -0.44  -3.31
H  -2.64  2.04  -2.94
H  -5.27  2.52  -2.77
H  -4.17  3.21  -1.57
H  -5.72  2.36  -0.14
H  -6.28  1.09  -1.23
H  -4.29  1.04  0.98
H  -4.06  -1.41  0.55
H  -6.19  -1.42  -1.18
H  -4.76  -2.41  -1.52
H  -4.93  -1.35  -3.54
H  -5.73  0.08  -2.89
H  2.40  -2.01  1.80
H  0.98  -1.71  2.88
H  2.12  -0.36  2.48
O  7.06  -2.56  -0.73
S  6.11  -2.51  0.36
O  5.81  -3.71  1.11
N  4.68  -1.75  -0.14
C  4.41  -0.65  0.49
S  2.75  0.14  0.01
C  5.48  -0.20  1.41
C  5.64  0.93  2.24
C  6.72  0.99  3.12
C  7.68  -0.03  3.17
C  7.56  -1.12  2.31
C  6.48  -1.17  1.44
H  4.90  1.72  2.18
H  6.83  1.85  3.77
H  8.51  0.03  3.87
H  8.27  -1.93  2.32

Computed properties:
Multiplicity ... 3
Molar mass ... 655.45 g mol⁻¹
Frontier orbital gap (spin up / spin down) ... 6.442 / 6.275 eV
Total charge ... +2
Energy above the lowest of the compared OMol25 structures with the same formula, charge and spin ... 0.0 kcal per mole

Results of the natural (NBO) charge analysis, in e, for atoms 1 through 6: 1.1558, 1.2346, -0.8084, -0.8597, 0.2845, 0.3360

[2]
The following is a quantum chemistry calculation of a structure of composition C14H24I2N2O3RhS2V, from the Open Molecules 2025 dataset.

Positions of all 49 atoms, in Å:
I  -0.01  2.50  -1.88
I  4.49  0.67  -1.45
Rh  0.98  -2.00  0.31
V  -0.15  0.39  -0.30
S  1.24  -0.70  -1.76
S  1.80  0.25  0.79
C  -1.31  -1.12  -0.37
C  0.66  -1.32  -3.70
C  2.28  1.25  2.62
C  1.88  -2.13  -4.14
C  -0.62  -2.10  -3.47
C  0.34  -0.09  -4.54
C  3.78  1.19  2.72
C  1.58  0.30  3.57
C  1.64  2.60  2.60
C  0.80  -3.66  -0.46
C  1.75  -2.77  1.84
O  -2.18  -1.93  -0.37
O  0.37  -4.67  -0.86
O  1.82  -3.30  2.85
H  2.12  -2.93  -3.41
H  2.75  -1.45  -4.24
H  1.67  -2.59  -5.13
H  -0.50  -2.93  -2.76
H  -0.96  -2.54  -4.43
H  -1.42  -1.43  -3.11
H  -0.51  0.49  -4.11
H  0.04  -0.44  -5.56
H  1.22  0.57  -4.64
H  4.02  1.53  3.75
H  4.28  1.85  2.00
H  4.18  0.17  2.58
H  1.72  0.62  4.60
H  1.98  -0.70  3.51
H  0.52  0.22  3.38
H  1.80  3.12  3.56
H  0.55  2.57  2.40
H  2.10  3.24  1.83
C  -4.45  1.58  2.73
N  -3.92  1.54  1.37
C  -4.90  1.71  0.30
C  -2.69  1.26  1.13
N  -1.54  1.04  0.92
H  -5.51  1.91  2.70
H  -3.87  2.30  3.32
H  -4.39  0.61  3.24
H  -4.54  2.48  -0.37
H  -5.03  0.80  -0.30
H  -5.86  2.03  0.75

Computed properties:
Multiplicity ... 7
Molar mass ... 740.15 g mol⁻¹
Frontier orbital gap (spin up / spin down) ... 6.016 / 4.517 eV
Total charge ... +4
Energy above the lowest of the compared OMol25 structures with the same formula, charge and spin ... 5.3 kcal per mole

Results of the Mulliken charge analysis, in e, for atoms 1 through 6: 0.3278, 0.7083, 0.4029, 0.0220, 0.0984, 0.1427